Version i
C6H9NO as an isolated structure. Source: the OMol25 dataset; level of theory: ωB97M-V/def2-TZVPD.

Values from the calculation:
HOMO level ... -8.60 eV

Structure (ORCA input):
```
! RIJCOSX wB97M-V def2-TZVPD def2/J DEFGRID3
* xyz 0 1
C 0.499 0.274 1.251
C 1.328 0.007 -0.016
C 0.832 0.108 -1.601
C -0.629 -0.112 -1.625
C -1.051 -1.321 -0.612
C -1.051 0.757 0.864
H 2.267 0.833 -0.067
H 2.192 -1.027 0.236
H 1.130 1.225 -2.138
H 1.362 -0.643 -2.178
H -0.932 0.195 -2.664
H 0.050 -1.611 -0.044
H -2.099 -2.072 -0.623
H -2.003 0.773 1.636
H -0.873 1.965 0.621
N -1.301 0.133 -0.390
O 1.056 0.143 2.298
*
```

Version ii
C6H9NO as an isolated structure. Source: the OMol25 dataset; level of theory: ωB97M-V/def2-TZVPD.

Values from the calculation:
HOMO level ... -8.94 eV

Structure (ORCA input):
```
! RIJCOSX wB97M-V def2-TZVPD def2/J DEFGRID3
* xyz 0 1
C 0.980 1.280 0.682
C 0.478 0.015 -0.130
C -1.709 -0.030 -0.710
C -1.475 -0.960 0.551
C -0.247 -0.891 0.782
C 1.617 -0.978 -0.621
H 2.203 1.755 0.242
H 1.050 0.911 2.125
H -0.155 1.812 0.632
H -0.378 1.215 -1.379
H -2.246 -0.210 -1.674
H -2.002 1.154 -0.332
H -2.186 -1.513 1.027
H 0.292 -1.365 1.632
H 1.251 -1.817 -1.166
N -0.269 0.228 -1.315
O 2.795 -0.606 -0.346
*
```

Version iii
One molecule with the formula C6H9NO. Source: the OMol25 dataset; level of theory: ωB97M-V/def2-TZVPD.

Values from the calculation:
SMILES ... C1[C@H]2[C@H]3NC[C@@H]3O[C@@H]12
HOMO level ... -8.33 eV

Structure (ORCA input):
```
! RIJCOSX wB97M-V def2-TZVPD def2/J DEFGRID3
* xyz 0 1
C 1.800 -0.469 0.740
C 1.027 -1.100 -0.250
C -0.401 -0.685 -0.331
N -1.929 -0.922 0.062
C -1.994 0.539 0.126
C -0.497 0.656 0.369
O 0.616 1.406 -0.248
C 1.547 0.483 -0.457
H 2.857 -0.971 0.782
H 1.492 -0.185 1.761
H 1.528 -1.927 -0.772
H -0.369 -0.343 -1.527
H -2.574 -1.332 -0.427
H -2.757 0.835 0.888
H -2.253 0.945 -0.817
H -0.555 0.758 1.464
H 2.312 0.877 -0.979
*
```

From most stable to least stable, the computed energies give version iii, version ii, version i.

Version i
One molecule with the formula C6H9NO. Source: the OMol25 dataset; level of theory: ωB97M-V/def2-TZVPD.

Values from the calculation:
SMILES ... CC1=CO[C@@H]2[C@H](N)[C@H]12
HOMO level ... -8.12 eV

Structure (ORCA input):
```
! RIJCOSX wB97M-V def2-TZVPD def2/J DEFGRID3
* xyz 0 1
C 1.450 -0.833 1.920
C 0.321 -0.494 0.992
C -0.596 -1.251 0.309
O -1.499 -0.596 -0.441
C -1.177 0.830 -0.430
C 0.215 1.210 -0.923
N 0.804 0.406 -1.900
C 0.024 0.909 0.569
H 1.370 -1.855 2.041
H 1.496 -0.271 2.851
H 2.387 -0.762 1.209
H -0.588 -2.354 0.121
H -2.087 1.365 -0.578
H 0.306 2.268 -1.098
H 1.670 -0.001 -1.561
H 0.158 -0.425 -2.071
H 0.234 1.739 1.283
*
```

Version ii
One molecule with the formula C6H9NO. Source: the OMol25 dataset; level of theory: ωB97M-V/def2-TZVPD.

Values from the calculation:
HOMO level (spin up / spin down) ... -7.70 / -7.69 eV

Structure (ORCA input):
```
! RIJCOSX wB97M-V def2-TZVPD def2/J DEFGRID3
* xyz 0 1
C -0.820 1.664 0.477
C 0.961 -1.783 -0.017
C -1.835 -0.560 -0.353
C 1.638 0.596 0.139
C 0.635 -0.318 0.169
C -0.658 0.237 0.084
O -0.140 2.018 -0.675
N 2.682 1.175 0.246
H 3.103 1.772 -0.453
H -1.879 1.971 0.498
H -0.345 1.940 1.435
H 2.001 -1.980 0.237
H 0.335 -2.403 0.627
H 0.802 -2.100 -1.051
H -2.458 0.064 -0.998
H -1.579 -1.474 -0.887
H -2.443 -0.819 0.521
*
```

Version iii
One molecule with the formula C6H9NO. Source: the OMol25 dataset; level of theory: ωB97M-V/def2-TZVPD.

Values from the calculation:
SMILES ... C/C(=C/C=O)N1CC1
HOMO level ... -8.83 eV

Structure (ORCA input):
```
! RIJCOSX wB97M-V def2-TZVPD def2/J DEFGRID3
* xyz 0 1
C -2.037 -0.109 0.402
C -0.555 -0.345 -0.082
C 0.018 -1.546 0.102
C 1.257 -1.998 -0.430
O 1.909 -1.377 -1.204
N 0.007 0.814 -0.549
C 0.154 1.931 0.357
C 1.352 1.411 -0.383
H -2.239 0.549 1.289
H -2.537 -1.047 0.746
H -2.307 0.108 -0.665
H -0.474 -2.385 0.705
H 1.508 -3.167 -0.432
H -0.239 2.776 -0.100
H 0.406 1.822 1.535
H 1.736 1.668 -1.459
H 2.042 0.894 0.168
*
```

From most stable to least stable, the computed energies give version i, version ii, version iii.

Version i
One molecule with the formula C6H9NO. Source: the OMol25 dataset; level of theory: ωB97M-V/def2-TZVPD.

Values from the calculation:
SMILES ... C=C/C(=N/C)[C@@H]1CO1
HOMO level ... -8.99 eV

Structure (ORCA input):
```
! RIJCOSX wB97M-V def2-TZVPD def2/J DEFGRID3
* xyz 0 1
C -2.606 0.317 0.945
C -1.575 -0.439 0.506
C -0.316 0.085 0.136
N -0.034 1.364 0.221
C 1.214 1.918 0.016
C 0.795 -1.072 -0.011
C 1.051 -1.594 -1.307
O 0.354 -2.383 -0.314
H -3.332 -0.323 1.509
H -2.788 1.327 0.839
H -1.603 -1.537 0.534
H 1.049 2.913 -0.506
H 1.894 1.295 -0.672
H 1.770 2.140 1.016
H 1.583 -1.045 0.787
H 0.462 -1.287 -2.226
H 2.079 -1.679 -1.473
*
```

Version ii
One molecule with the formula C6H9NO. Source: the OMol25 dataset; level of theory: ωB97M-V/def2-TZVPD.

Values from the calculation:
SMILES ... C1[C@H]2[C@H]3NC[C@@H]3O[C@@H]12
HOMO level ... -9.08 eV

Structure (ORCA input):
```
! RIJCOSX wB97M-V def2-TZVPD def2/J DEFGRID3
* xyz 0 1
C 1.911 -0.424 0.782
C 1.160 -0.847 -0.401
C -0.439 -0.622 -0.333
N -1.729 -1.068 0.223
C -2.179 0.470 0.020
C -0.531 0.704 0.237
O 0.454 1.479 -0.122
C 1.634 0.408 -0.394
H 2.817 -0.899 0.981
H 1.272 -0.469 1.557
H 1.525 -1.614 -0.883
H -0.536 -0.439 -1.467
H -2.073 -1.745 -0.365
H -2.471 0.964 1.009
H -2.889 0.505 -0.907
H -0.852 0.650 1.305
H 2.339 0.570 -1.283
*
```

Version iii
A 2-piece molecular cluster, C6H9NO overall. Source: the OMol25 dataset; level of theory: ωB97M-V/def2-TZVPD.

Values from the calculation:
HOMO level (spin up / spin down) ... -7.56 / -7.90 eV

Structure (ORCA input):
```
! RIJCOSX wB97M-V def2-TZVPD def2/J DEFGRID3
* xyz 0 1
C -1.658 0.374 -2.003
C 1.809 0.547 -0.261
C 0.078 0.997 1.051
C 0.341 0.606 -0.272
C 0.941 -0.208 0.749
C 1.065 -1.628 1.216
N -2.674 0.197 -1.247
O -1.405 0.592 -3.136
H 2.211 -0.128 -0.973
H 2.353 1.446 -0.243
H 0.474 1.963 1.447
H -0.852 0.800 1.572
H 0.232 -2.068 1.839
H 2.019 -1.629 1.723
H 1.221 -2.390 0.402
H -2.494 0.000 -0.283
H -3.661 0.529 -1.581
*
```

From most stable to least stable, the computed energies give version i, version iii, version ii.

Version i
C6H9NO as an isolated structure. Source: the OMol25 dataset; level of theory: ωB97M-V/def2-TZVPD.

Values from the calculation:
HOMO level ... -9.13 eV

Structure (ORCA input):
```
! RIJCOSX wB97M-V def2-TZVPD def2/J DEFGRID3
* xyz 0 1
C -0.534 1.036 0.294
C -1.304 -0.106 -0.158
C -0.655 -1.537 0.036
C -0.268 -0.791 -1.186
C 1.706 -0.015 -0.024
C 0.794 1.050 -0.230
H 0.303 0.465 2.285
H -1.203 1.900 0.023
H -2.394 0.027 -0.403
H -0.160 -1.631 0.903
H -1.414 -2.261 -0.262
H -0.569 -1.008 -2.188
H 1.402 -0.711 0.772
H 2.831 0.316 -0.029
H 1.147 2.147 -0.319
N 0.973 0.076 -1.285
O -0.655 1.044 1.770
*
```

Version ii
A 2-piece molecular cluster, C6H9NO overall. Source: the OMol25 dataset; level of theory: ωB97M-V/def2-TZVPD.

Values from the calculation:
SMILES ... C=C/C(N)=C\O.C#C
HOMO level ... -7.43 eV

Structure (ORCA input):
```
! RIJCOSX wB97M-V def2-TZVPD def2/J DEFGRID3
* xyz 0 1
C -0.227 -0.759 2.165
C 0.395 -1.207 1.083
C 0.905 -0.410 -0.025
N 1.495 -1.165 -1.056
C 0.773 0.915 -0.174
O 0.124 1.738 0.719
H -0.582 -1.439 2.923
H -0.377 0.290 2.342
H 0.528 -2.277 0.947
H 2.040 -1.946 -0.719
H 2.020 -0.609 -1.717
H 1.182 1.399 -1.054
H -0.054 2.582 0.298
C -2.041 0.406 -0.925
C -2.070 1.037 -1.940
H -2.010 -0.132 -0.026
H -2.102 1.577 -2.840
*
```

Version iii
One molecule with the formula C6H9NO. Source: the OMol25 dataset; level of theory: ωB97M-V/def2-TZVPD.

Values from the calculation:
SMILES ... C=C=CN(C)C(C)=O
HOMO level ... -8.40 eV

Structure (ORCA input):
```
! RIJCOSX wB97M-V def2-TZVPD def2/J DEFGRID3
* xyz 0 1
C -3.074 -0.232 -0.419
C -1.922 0.235 -0.021
C -0.707 0.539 0.487
N 0.336 -0.322 0.431
C 0.193 -1.831 0.230
C 1.542 0.130 -0.143
C 1.947 1.529 -0.056
O 2.340 -0.646 -0.590
H -3.783 -0.632 0.260
H -3.444 0.030 -1.398
H -0.447 1.624 0.747
H -0.569 -2.205 0.965
H -0.038 -1.900 -0.877
H 1.211 -2.262 0.472
H 1.968 1.840 1.025
H 2.960 1.770 -0.491
H 1.487 2.334 -0.623
*
```

From most stable to least stable, the computed energies give version iii, version ii, version i.

Version i
C6H9NO as an isolated structure. Source: the OMol25 dataset; level of theory: ωB97M-V/def2-TZVPD.

Values from the calculation:
HOMO level ... -9.11 eV

Structure (ORCA input):
```
! RIJCOSX wB97M-V def2-TZVPD def2/J DEFGRID3
* xyz 0 1
C -1.138 -0.124 2.071
C -0.593 0.605 0.893
N -0.805 1.758 0.509
C -0.516 -0.661 -0.704
C -1.430 -1.063 -1.402
H -0.536 2.079 -0.409
H -2.227 -0.160 1.981
H -0.723 -1.125 2.131
H -0.858 0.438 2.962
H -2.230 -1.412 -2.013
C 1.722 0.311 -1.375
C 1.075 -0.576 -0.311
O 1.118 -0.075 0.934
H 1.426 -1.617 -0.409
H 2.772 0.435 -1.093
H 1.289 1.313 -1.392
H 1.656 -0.127 -2.373
*
```

Version ii
One molecule with the formula C6H9NO. Source: the OMol25 dataset; level of theory: ωB97M-V/def2-TZVPD.

Values from the calculation:
SMILES ... CC1(C)C=C1C(N)=O
HOMO level ... -8.47 eV

Structure (ORCA input):
```
! RIJCOSX wB97M-V def2-TZVPD def2/J DEFGRID3
* xyz 0 1
C 1.467 -0.950 0.055
C 0.877 0.372 -0.250
C 1.315 1.507 0.694
C 0.043 0.777 -1.395
C -0.884 0.210 -0.663
C -2.090 -0.082 -0.005
N -2.274 -1.473 0.033
O -2.837 0.787 0.411
H 2.494 -0.791 -0.054
H 1.214 -1.613 -0.742
H 1.252 -1.359 1.143
H 0.721 2.499 0.681
H 2.316 1.790 0.636
H 1.094 1.103 1.796
H 0.056 1.180 -2.322
H -2.045 -1.954 -0.771
H -2.720 -2.002 0.754
*
```

From most stable to least stable, the computed energies give version ii, version i.